Formula: C32H60BClO26
Source: the Open Molecules 2025 dataset
Level of theory: ωB97M-V with the def2-TZVPD basis set

SMILES: CC(=O)OCCB(CCCCOC=O)CC(=O)Cl.COC(=O)OC.COC(=O)OC.COC(=O)OC.COC(=O)OC.COC(=O)OC.COC(=O)OC.COC(=O)OC
HOMO energy (eV): -10.071
Gap between HOMO and LUMO (eV): 10.03
Total charge: 0
Multiplicity: 1

Each atom is followed by the atoms it is bonded to, with distances in Å.
Atoms and positions in Å:
1 C -2.339 4.725 2.951  C2 1.591, H19 1.149, H20 1.147, H21 1.145
2 C -2.601 3.508 3.942  C1 1.591, O3 1.262, O4 1.420
3 O -3.239 3.755 5.002  C2 1.262
4 O -2.181 2.167 3.746  C2 1.420, C5 1.460
5 C -2.704 1.605 2.505  O4 1.460, C6 1.607, H22 1.155, H23 1.151
6 C -3.086 0.057 2.708  C5 1.607, B7 1.627, H24 1.158, H25 1.139
7 B -1.803 -0.934 2.848  C6 1.627, C8 1.626, C15 1.646
8 C -0.474 -0.781 1.922  B7 1.626, C9 1.604, H26 1.145, H27 1.161
9 C 0.904 -0.680 2.737  C8 1.604, C10 1.605, H28 1.156, H29 1.156
10 C 1.007 0.568 3.742  C9 1.605, C11 1.609, H30 1.157, H31 1.145
11 C 0.960 0.174 5.301  C10 1.609, O12 1.454, H32 1.156, H33 1.138
12 O 0.586 1.269 6.182  C11 1.454, C13 1.414
13 C 1.629 2.211 6.334  O12 1.414, O14 1.252, H34 1.142
14 O 1.784 2.834 7.409  C13 1.252
15 C -1.854 -2.168 3.935  B7 1.646, C16 1.592, H35 1.156, H36 1.158
16 C -2.330 -1.717 5.385  C15 1.592, O17 1.242, Cl18 1.857
17 O -2.540 -0.552 5.760  C16 1.242
18 Cl -2.545 -3.066 6.643  C16 1.857
19 H -1.989 5.643 3.548  C1 1.149
20 H -1.529 4.529 2.162  C1 1.147
21 H -3.288 5.052 2.400  C1 1.145
22 H -3.667 2.198 2.267  C5 1.155
23 H -1.982 1.753 1.621  C5 1.151
24 H -3.653 -0.272 1.753  C6 1.158
25 H -3.822 -0.006 3.575  C6 1.139
26 H -0.641 0.063 1.167  C8 1.145
27 H -0.418 -1.752 1.290  C8 1.161
28 H 1.749 -0.550 1.959  C9 1.156
29 H 1.172 -1.652 3.301  C9 1.156
30 H 2.048 1.041 3.567  C10 1.157
31 H 0.255 1.396 3.495  C10 1.145
32 H 2.037 -0.135 5.583  C11 1.156
33 H 0.279 -0.704 5.548  C11 1.138
34 H 2.315 2.450 5.452  C13 1.142
35 H -0.827 -2.681 4.068  C15 1.156
36 H -2.573 -2.992 3.553  C15 1.158
37 C -5.599 7.498 1.242  O38 1.427, H43 1.091, H44 1.092, H45 1.092
38 O -4.828 6.588 0.458  C37 1.427, C39 1.344
39 C -4.928 6.780 -0.868  O38 1.344, O40 1.206, O41 1.344
40 O -5.590 7.626 -1.413  C39 1.206
41 O -4.159 5.863 -1.479  C39 1.344, C42 1.427
42 C -4.168 5.949 -2.903  O41 1.427, H46 1.092, H47 1.092, H48 1.091
43 H -5.442 7.249 2.292  C37 1.091
44 H -5.268 8.525 1.077  C37 1.092
45 H -6.663 7.394 1.018  C37 1.092
46 H -3.779 6.915 -3.234  C42 1.092
47 H -5.175 5.784 -3.293  C42 1.092
48 H -3.516 5.164 -3.289  C42 1.091
49 C 3.499 -3.444 -1.776  O50 1.427, H55 1.091, H56 1.092, H57 1.092
50 O 4.831 -3.039 -1.467  C49 1.427, C51 1.344
51 C 4.911 -2.073 -0.536  O50 1.344, O52 1.207, O53 1.342
52 O 3.979 -1.552 0.026  C51 1.207
53 O 6.208 -1.789 -0.341  C51 1.342, C54 1.427
54 C 6.446 -0.771 0.631  O53 1.427, H58 1.092, H59 1.092, H60 1.090
55 H 3.555 -4.224 -2.536  C49 1.091
56 H 3.006 -3.857 -0.893  C49 1.092
57 H 2.926 -2.607 -2.183  C49 1.092
58 H 6.071 -1.078 1.609  C54 1.092
59 H 5.991 0.172 0.320  C54 1.092
60 H 7.524 -0.626 0.705  C54 1.090
61 C -9.183 2.428 4.119  O62 1.426, H67 1.091, H68 1.092, H69 1.092
62 O -7.766 2.411 4.277  C61 1.426, C63 1.345
63 C -7.311 1.411 5.054  O62 1.345, O64 1.207, O65 1.342
64 O -7.988 0.572 5.597  C63 1.207
65 O -5.974 1.511 5.118  C63 1.342, C66 1.428
66 C -5.349 0.505 5.916  O65 1.428, H70 1.093, H71 1.092, H72 1.088
67 H -9.436 3.272 3.476  C61 1.091
68 H -9.529 1.511 3.637  C61 1.092
69 H -9.677 2.568 5.083  C61 1.092
70 H -5.542 -0.489 5.505  C66 1.093
71 H -5.690 0.567 6.952  C66 1.092
72 H -4.276 0.683 5.897  C66 1.088
73 C 2.841 -2.414 -6.540  O74 1.427, H79 1.090, H80 1.093, H81 1.092
74 O 1.669 -1.664 -6.857  C73 1.427, C75 1.343
75 C 0.796 -1.551 -5.843  O74 1.343, O76 1.207, O77 1.342
76 O 0.930 -2.017 -4.738  C75 1.207
77 O -0.251 -0.829 -6.273  C75 1.342, C78 1.428
78 C -1.267 -0.627 -5.290  O77 1.428, H82 1.093, H83 1.092, H84 1.090
79 H 3.471 -2.440 -7.430  C73 1.090
80 H 3.401 -1.933 -5.734  C73 1.093
81 H 2.581 -3.440 -6.271  C73 1.092
82 H -0.871 -0.075 -4.435  C78 1.093
83 H -1.690 -1.582 -4.971  C78 1.092
84 H -2.059 -0.035 -5.748  C78 1.090
85 C -3.397 -6.842 -7.840  O86 1.427, H91 1.090, H92 1.092, H93 1.092
86 O -2.190 -6.778 -7.082  C85 1.427, C87 1.343
87 C -2.048 -5.651 -6.366  O86 1.343, O88 1.207, O89 1.343
88 O -2.833 -4.735 -6.322  C87 1.207
89 O -0.881 -5.720 -5.706  C87 1.343, C90 1.427
90 C -0.598 -4.579 -4.898  O89 1.427, H94 1.092, H95 1.089, H96 1.090
91 H -3.404 -7.791 -8.376  C85 1.090
92 H -4.268 -6.810 -7.181  C85 1.092
93 H -3.436 -6.032 -8.571  C85 1.092
94 H -1.358 -4.458 -4.122  C90 1.092
95 H -0.528 -3.682 -5.512  C90 1.089
96 H 0.365 -4.741 -4.413  C90 1.090
97 C 2.364 4.821 -3.290  O98 1.426, H103 1.090, H104 1.092, H105 1.092
98 O 2.499 4.331 -4.623  C97 1.426, C99 1.343
99 C 2.174 3.036 -4.770  O98 1.343, O100 1.207, O101 1.343
100 O 1.796 2.296 -3.894  C99 1.207
101 O 2.345 2.708 -6.060  C99 1.343, C102 1.427
102 C 2.034 1.349 -6.363  O101 1.427, H106 1.090, H107 1.093, H108 1.090
103 H 2.651 5.872 -3.290  C97 1.090
104 H 1.327 4.746 -2.955  C97 1.092
105 H 3.029 4.281 -2.612  C97 1.092
106 H 0.986 1.137 -6.150  C102 1.090
107 H 2.687 0.671 -5.807  C102 1.093
108 H 2.207 1.195 -7.429  C102 1.090
109 C 7.999 -5.334 0.573  O110 1.427, H115 1.090, H116 1.092, H117 1.092
110 O 9.207 -5.272 1.331  C109 1.427, C111 1.342
111 C 9.347 -4.147 2.050  O110 1.342, O112 1.207, O113 1.343
112 O 8.560 -3.233 2.094  C111 1.207
113 O 10.514 -4.217 2.710  C111 1.343, C114 1.426
114 C 10.797 -3.078 3.521  O113 1.426, H118 1.092, H119 1.092, H120 1.090
115 H 7.993 -6.282 0.034  C109 1.090
116 H 7.128 -5.305 1.231  C109 1.092
117 H 7.959 -4.522 -0.157  C109 1.092
118 H 10.037 -2.960 4.297  C114 1.092
119 H 10.868 -2.177 2.909  C114 1.092
120 H 11.760 -3.244 4.005  C114 1.090

Results of the Mulliken charge analysis, in e, for atoms 1 through 2: atom 1 (C): -0.819, atom 2 (C): 0.517